# 1
ORCA calculation (ωB97M-V/def2-TZVPD) on a single C3H6N2OS molecule at a distorted geometry.

Calculated values
SMILES: C=NNCC(=O)S
E_HOMO: -0.3491 Ha
Energy above the lowest of the compared OMol25 structures with the same formula, charge and spin: 84.8 kcal/mol
Gap between HOMO and LUMO: 10.1 eV

ORCA input file:
```
! wB97M-V def2-TZVPD RIJCOSX def2/J DEFGRID3
* xyz 0 1
C 0.30901 2.15010 -0.74343
N 0.67172 2.12498 0.46267
N 0.73231 0.83260 1.05926
C 1.22620 -0.22932 0.11053
C 0.00830 -0.89521 -0.54189
O 0.14630 -1.49935 -1.57879
S -1.49643 -1.19925 0.51481
H 0.08526 3.12592 -1.19522
H -0.19289 1.25251 -1.38203
H 1.29625 0.77540 1.95021
H 2.14352 0.12541 -0.49074
H 1.54271 -1.04329 0.70065
H -1.19171 0.09039 1.20570
*
```

# 2
ORCA calculation (ωB97M-V/def2-TZVPD) on a single C4H9NO2 molecule at a distorted geometry.

Calculated values
SMILES: CN(C)CC(=O)O
E_HOMO: -0.3480 Ha
Energy above the lowest of the compared OMol25 structures with the same formula, charge and spin: 51.5 kcal/mol
Gap between HOMO and LUMO: 10.1 eV

ORCA input file:
```
! wB97M-V def2-TZVPD RIJCOSX def2/J DEFGRID3
* xyz 0 1
C -0.78103 -1.04435 0.88012
N -0.28766 -0.09476 -0.12510
C -1.42451 0.42963 -0.82650
C 0.74372 0.88449 0.20109
C 2.04311 0.07489 0.08716
O 3.12063 0.42989 0.47798
O 1.91917 -0.76565 -0.93997
H -1.24955 -0.71358 1.77350
H -1.30281 -1.85515 0.45174
H 0.07451 -1.52622 1.18444
H -2.06232 0.92258 0.02377
H -1.22828 1.27233 -1.39390
H -2.02313 -0.30596 -1.30883
H 0.77714 1.58443 -0.65731
H 0.71786 1.51118 1.15206
H 0.96314 -0.80375 -0.98024
*
```

# 3
ORCA calculation (ωB97M-V/def2-TZVPD) on a molecular structure, C22H33AlAsIS4Si.

Calculated values
E_HOMO: -0.0459 Ha
Gap between HOMO and LUMO: 5.2 eV

ORCA input file:
```
! wB97M-V def2-TZVPD RIJCOSX def2/J DEFGRID3
* xyz -2 1
Al -0.42778 0.17653 0.01277
S -3.30286 -1.01220 -3.45656
As -2.65696 0.49338 -2.15615
S -2.73890 -0.11618 -0.01755
S -0.42450 0.75021 -2.19213
S -3.63972 2.30799 -2.51193
I 2.34416 1.68506 -0.39947
C 2.10553 2.28369 1.61408
C 3.21218 2.80839 2.23390
C 3.11824 3.28993 3.54217
C 1.91108 3.25535 4.18063
C 0.76707 2.72482 3.55314
C -0.46904 2.75183 4.22706
C -1.58079 2.25104 3.61415
C -1.47732 1.66987 2.34561
C -0.30134 1.58712 1.61049
C 0.84373 2.17833 2.23168
H 4.15351 2.85927 1.70463
H 3.99353 3.70245 4.02358
H 1.80699 3.63799 5.19039
H -0.50518 3.17814 5.22519
H -2.54586 2.27596 4.10826
H -2.38152 1.24767 1.92785
C -0.22498 -5.05476 -0.15393
C -0.27042 -3.61450 -0.67136
C 0.39382 -3.58483 -2.04828
C -1.73525 -3.27225 -0.92639
Si 0.52168 -2.19686 0.49085
C 0.02474 -2.57108 2.38380
C -1.49200 -2.70640 2.46926
C 0.38351 -1.36111 3.24248
C 0.63924 -3.80614 3.04072
C 2.50370 -2.45464 0.36337
C 3.19790 -1.64577 1.45622
C 2.99716 -1.93437 -0.99156
C 3.01224 -3.89125 0.49791
H -0.63175 -5.73010 -0.91173
H -0.83404 -5.16363 0.73843
H 0.78460 -5.38367 0.07370
H -0.22617 -4.11503 -2.77221
H 1.37130 -4.06087 -2.03948
H 0.49952 -2.56125 -2.39586
H -2.20786 -4.05400 -1.52573
H -1.80889 -2.35119 -1.49839
H -2.31011 -3.15069 -0.01597
H -1.97547 -1.87228 1.96568
H -1.82113 -2.70448 3.51240
H -1.83240 -3.63262 2.01653
H -0.06397 -0.46505 2.82235
H 1.45340 -1.20079 3.31531
H -0.00215 -1.48280 4.25854
H 0.46257 -4.70134 2.45369
H 0.20245 -3.96338 4.03168
H 1.71045 -3.68682 3.17567
H 2.82651 -0.62641 1.50270
H 4.27615 -1.59986 1.27879
H 3.04458 -2.11355 2.42439
H 2.41347 -1.08614 -1.33405
H 2.92662 -2.71177 -1.74534
H 4.04490 -1.62508 -0.93139
H 2.68760 -4.34983 1.42464
H 4.10652 -3.90100 0.47958
H 2.66432 -4.50658 -0.32575
*
```

# 4
ORCA calculation (ωB97M-V/def2-TZVPD) on a molecular structure, C32H30N5Rh.

Calculated values
E_HOMO (alpha / beta): -0.5174 / -0.5159 Ha
Energy above the lowest of the compared OMol25 structures with the same formula, charge and spin: 0.0 kcal/mol
Gap between HOMO and LUMO (alpha / beta): 9.1 / 7.1 eV

ORCA input file:
```
! wB97M-V def2-TZVPD RIJCOSX def2/J DEFGRID3
* xyz 2 5
Rh 1.03922 -0.56029 0.05993
C 1.34656 -0.03475 3.16170
C -0.16116 0.19713 3.15214
C -0.97879 -0.93998 2.59773
C -2.04819 -1.46810 3.30618
C -2.80180 -2.48716 2.74833
C -2.47496 -2.95286 1.48410
C -1.40035 -2.37782 0.83801
N -0.66041 -1.40367 1.38222
N 2.03234 0.35020 1.89929
C 2.11179 1.81240 1.74346
C 2.37354 2.20929 0.31172
C 2.88865 3.45731 -0.00102
C 3.04868 3.80057 -1.33199
C 2.69040 2.89004 -2.31702
C 2.18312 1.66974 -1.92671
N 2.03592 1.33193 -0.63772
C 3.40740 -0.20101 1.91646
C 3.46142 -1.64964 1.50432
C 4.55563 -2.44008 1.81431
C 4.57934 -3.75119 1.37310
C 3.50249 -4.24154 0.64539
C 2.45184 -3.39369 0.37747
N 2.42766 -2.11571 0.79559
H 1.56179 -1.09171 3.32579
H 1.81303 0.51930 3.98328
H -0.40564 1.10606 2.59442
H -0.48182 0.38807 4.17598
H -2.28372 -1.07796 4.28698
H -3.63678 -2.90899 3.29167
H -3.03976 -3.73833 1.00313
H -1.12206 -2.69307 -0.16261
H 2.89133 2.22045 2.39580
H 1.16907 2.25622 2.06517
H 3.15786 4.14459 0.79001
H 3.45041 4.76864 -1.60008
H 2.80112 3.11941 -3.36688
H 1.88099 0.92687 -2.65440
H 3.83616 -0.08709 2.91776
H 4.03114 0.38600 1.23833
H 5.37161 -2.02963 2.39391
H 5.42444 -4.38892 1.59536
H 3.47458 -5.26128 0.29001
H 1.58420 -3.72754 -0.17754
N -0.70353 0.40138 -0.82960
C -1.71706 0.62384 -1.53805
C -2.39954 1.93897 -1.43162
C -2.54046 2.54769 -0.18706
C -3.16152 3.78235 -0.09171
C -3.62851 4.41273 -1.23803
C -3.48541 3.80681 -2.48000
C -2.87834 2.56566 -2.57977
C -2.20923 -0.47271 -2.41489
C -1.31352 -1.37668 -2.98610
C -1.78629 -2.43157 -3.74846
C -3.15513 -2.58615 -3.93774
C -4.04859 -1.68504 -3.37574
C -3.57897 -0.62379 -2.61596
H -2.19551 2.03548 0.70318
H -3.29528 4.24860 0.87512
H -4.11579 5.37552 -1.16168
H -3.85626 4.29890 -3.36872
H -2.77395 2.08567 -3.54486
H -0.24486 -1.22916 -2.87347
H -1.09343 -3.12125 -4.21132
H -3.52508 -3.40572 -4.53939
H -5.11163 -1.80499 -3.53418
H -4.27040 0.08128 -2.17300
*
```

# 5
ORCA calculation (ωB97M-V/def2-TZVPD) on a single CHNO3 molecule at a distorted geometry.

Calculated values
E_HOMO (alpha / beta): -0.3897 / -0.3897 Ha
Energy above the lowest of the compared OMol25 structures with the same formula, charge and spin: 117.5 kcal/mol
Gap between HOMO and LUMO (alpha / beta): 8.2 / 8.2 eV

ORCA input file:
```
! wB97M-V def2-TZVPD RIJCOSX def2/J DEFGRID3
* xyz 0 1
C 0.46947 0.52721 0.49983
N -0.17868 -0.74325 0.49818
O 0.43087 1.35118 -0.37272
O -0.77646 -1.15977 -0.51124
O -0.78504 -0.48899 -1.60546
H 0.83984 0.51362 1.49141
*
```

# 6
ORCA calculation (ωB97M-V/def2-TZVPD) on a single C3H8N2S molecule at a distorted geometry.

Calculated values
SMILES: [H]/N=C\N(C)SC
E_HOMO: -0.3301 Ha
Energy above the lowest of the compared OMol25 structures with the same formula, charge and spin: 34.3 kcal/mol
Gap between HOMO and LUMO: 9.8 eV

ORCA input file:
```
! wB97M-V def2-TZVPD RIJCOSX def2/J DEFGRID3
* xyz 0 1
H 0.17449 1.30763 1.63884
N 0.89871 1.77766 1.09367
C 0.89391 1.28941 -0.06998
N 0.08068 0.31535 -0.66945
C 0.28923 -0.08990 -2.03855
S -1.06393 -0.49068 0.30305
C -0.03840 -1.70920 1.18117
H 1.57965 1.66786 -0.84450
H 0.44725 -1.18655 -1.99775
H 1.18295 0.39361 -2.45971
H -0.56622 0.03854 -2.68340
H 0.97017 -1.36746 1.36457
H 0.02892 -2.70780 0.61995
H -0.51850 -1.88794 2.10779
*
```

Copy entry 6 word for word.
ORCA calculation (ωB97M-V/def2-TZVPD) on a single C3H8N2S molecule at a distorted geometry.

Calculated values
SMILES: [H]/N=C\N(C)SC
E_HOMO: -0.3301 Ha
Energy above the lowest of the compared OMol25 structures with the same formula, charge and spin: 34.3 kcal/mol
Gap between HOMO and LUMO: 9.8 eV

ORCA input file:
```
! wB97M-V def2-TZVPD RIJCOSX def2/J DEFGRID3
* xyz 0 1
H 0.17449 1.30763 1.63884
N 0.89871 1.77766 1.09367
C 0.89391 1.28941 -0.06998
N 0.08068 0.31535 -0.66945
C 0.28923 -0.08990 -2.03855
S -1.06393 -0.49068 0.30305
C -0.03840 -1.70920 1.18117
H 1.57965 1.66786 -0.84450
H 0.44725 -1.18655 -1.99775
H 1.18295 0.39361 -2.45971
H -0.56622 0.03854 -2.68340
H 0.97017 -1.36746 1.36457
H 0.02892 -2.70780 0.61995
H -0.51850 -1.88794 2.10779
*
```

Repeat the fifth record exactly.
ORCA calculation (ωB97M-V/def2-TZVPD) on a single CHNO3 molecule at a distorted geometry.

Calculated values
E_HOMO (alpha / beta): -0.3897 / -0.3897 Ha
Energy above the lowest of the compared OMol25 structures with the same formula, charge and spin: 117.5 kcal/mol
Gap between HOMO and LUMO (alpha / beta): 8.2 / 8.2 eV

ORCA input file:
```
! wB97M-V def2-TZVPD RIJCOSX def2/J DEFGRID3
* xyz 0 1
C 0.46947 0.52721 0.49983
N -0.17868 -0.74325 0.49818
O 0.43087 1.35118 -0.37272
O -0.77646 -1.15977 -0.51124
O -0.78504 -0.48899 -1.60546
H 0.83984 0.51362 1.49141
*
```